158
Properties=species:S:1:pos:R:3 method="wB97M-V/def2-TZVPD" homo_energy_ev=-9.86 lumo_energy_ev=0.236 charge=0 total_energy_ha=-3533.8185
C -0.49 2.55 4.80
C -1.36 2.64 3.60
O -1.60 1.24 3.25
O 0.90 2.24 4.53
H -0.91 1.76 5.48
H -0.54 3.44 5.39
H -0.81 3.22 2.84
H -2.30 3.15 3.85
H -1.94 1.17 2.35
H 1.00 1.27 4.53
C -3.99 4.13 1.32
C -4.01 2.64 1.45
O -2.85 2.00 1.06
O -3.85 4.38 -0.07
H -3.15 4.52 1.93
H -4.93 4.63 1.70
H -4.86 2.21 0.89
H -4.21 2.37 2.48
H -2.79 2.01 0.06
H -3.38 5.23 -0.17
C 0.88 0.66 -4.11
C 1.96 -0.34 -4.40
O 2.29 -0.46 -5.76
O 1.29 1.93 -4.69
H 0.68 0.73 -3.02
H -0.05 0.37 -4.58
H 1.59 -1.30 -4.00
H 2.85 -0.14 -3.78
H 1.88 0.32 -6.18
H 1.99 2.28 -4.14
C -1.14 -4.13 -3.68
C -1.22 -2.89 -2.74
O -0.16 -2.90 -1.74
O 0.13 -4.38 -4.31
H -2.00 -4.24 -4.35
H -1.24 -5.01 -3.05
H -2.19 -2.97 -2.20
H -1.17 -1.95 -3.30
H 0.69 -3.07 -2.18
H 0.32 -3.70 -4.97
C -2.18 -6.48 0.10
C -3.23 -5.49 0.54
O -4.22 -5.25 -0.47
O -2.81 -7.69 -0.31
H -1.35 -6.58 0.82
H -1.74 -5.99 -0.78
H -2.66 -4.56 0.62
H -3.73 -5.67 1.49
H -4.39 -6.05 -0.98
H -2.17 -8.17 -0.85
C -3.63 -0.43 -3.29
C -3.47 0.39 -4.48
O -2.43 -0.11 -5.30
O -4.03 -1.70 -3.73
H -4.33 0.07 -2.63
H -2.71 -0.59 -2.76
H -3.18 1.43 -4.24
H -4.43 0.50 -5.02
H -2.45 -1.07 -5.33
H -4.35 -2.19 -2.97
C 3.84 2.84 -1.55
C 3.92 1.42 -1.08
O 4.86 0.71 -1.83
O 3.31 2.90 -2.85
H 4.85 3.27 -1.51
H 3.17 3.41 -0.91
H 2.90 0.96 -1.16
H 4.13 1.44 0.01
H 5.00 -0.14 -1.37
H 3.59 2.08 -3.27
C -5.05 -1.54 0.21
C -3.96 -1.35 1.17
O -3.69 -2.59 1.76
O -4.57 -2.29 -0.92
H -5.36 -0.55 -0.18
H -5.96 -1.96 0.67
H -4.20 -0.57 1.91
H -3.07 -0.95 0.67
H -2.82 -2.65 2.21
H -4.54 -3.22 -0.72
C 1.21 -5.03 0.59
C 1.32 -5.84 1.89
O 2.23 -6.94 1.68
O 0.59 -3.76 0.75
H 0.66 -5.64 -0.16
H 2.22 -4.92 0.21
H 0.32 -6.22 2.14
H 1.62 -5.19 2.73
H 2.14 -7.52 2.44
H 0.18 -3.51 -0.10
C 3.74 -2.78 -2.34
C 3.48 -2.28 -0.90
O 4.65 -1.65 -0.30
O 2.49 -3.46 -2.66
H 4.63 -3.41 -2.36
H 3.90 -1.96 -3.04
H 3.18 -3.11 -0.25
H 2.66 -1.55 -0.94
H 5.21 -2.29 0.16
H 2.72 -4.14 -3.29
C 4.04 0.02 3.26
C 3.82 -1.50 3.34
O 4.13 -2.04 4.63
O 5.36 0.23 3.77
H 3.37 0.71 3.75
H 3.91 0.28 2.17
H 4.52 -2.01 2.69
H 2.82 -1.84 3.11
H 3.90 -1.40 5.31
H 5.68 1.12 3.52
C 3.05 6.03 2.00
C 2.58 4.94 3.01
O 1.79 3.89 2.32
O 4.23 6.66 2.56
H 2.24 6.71 1.92
H 3.24 5.46 1.10
H 1.92 5.42 3.76
H 3.51 4.58 3.47
H 1.66 3.22 3.02
H 4.66 7.18 1.87
C -1.56 2.76 -1.89
C -1.33 3.59 -3.14
O -1.97 4.83 -2.94
O -2.90 2.39 -1.63
H -1.14 3.27 -0.98
H -1.02 1.82 -2.02
H -1.65 3.08 -4.05
H -0.26 3.71 -3.29
H -1.55 5.52 -3.44
H -3.37 3.22 -1.43
C -0.23 -2.94 3.83
C -0.26 -1.60 4.51
O 0.43 -0.63 3.74
O -1.20 -2.93 2.80
H -0.35 -3.80 4.51
H 0.76 -3.09 3.39
H 0.18 -1.65 5.49
H -1.30 -1.27 4.59
H -0.23 0.02 3.44
H -0.80 -3.26 1.98
C 0.76 1.39 0.97
C 0.47 -0.04 0.64
O 0.47 -0.15 -0.82
H -0.01 2.08 0.64
H 1.73 1.72 0.63
H 0.75 1.39 2.06
H -0.46 -0.32 1.08
H 1.25 -0.68 1.07
H 0.25 -1.07 -1.09
C 0.55 6.15 -0.99
C -0.13 5.74 0.28
O -0.96 6.84 0.77
H 1.18 7.03 -0.82
H -0.18 6.53 -1.72
H 1.07 5.35 -1.49
H 0.56 5.37 1.01
H -0.79 4.92 0.05
H -0.51 7.11 1.58

---

80
Properties=species:S:1:pos:R:3 method="wB97M-V/def2-TZVPD" s2=2.02 spin_multiplicity=3 homo_energy_ev="-8.43 / -8.31" lumo_energy_ev="-0.046 / -0.043" de_lowest_kj_mol=26.1 charge=0 total_energy_ha=-5606.1766
Mn 2.47 -0.35 0.44
O 2.88 0.46 4.20
C 2.84 0.03 3.08
O 2.00 0.33 2.13
C 3.84 -1.07 2.55
O 4.93 -1.27 3.04
O 3.34 -1.65 1.50
O 3.02 1.15 -2.71
N 2.72 0.58 -1.70
O 3.10 -0.61 -1.42
O 2.00 1.09 -0.79
C -5.09 5.29 -0.96
C -4.01 4.31 -0.58
C -4.01 3.70 0.66
C -3.04 2.77 1.01
C -3.08 2.18 2.40
C -2.07 2.41 0.07
Te -0.66 0.88 0.60
N -0.61 0.02 -1.22
C 0.15 -1.02 -1.05
O 0.73 -1.27 0.11
C 0.32 -1.99 -2.16
C 0.79 -3.27 -1.87
C 0.91 -4.20 -2.89
C 0.59 -3.84 -4.20
C 0.13 -2.56 -4.48
C -0.01 -1.63 -3.46
C -2.14 -0.54 1.22
C -3.29 -0.83 0.47
C -3.71 -0.11 -0.79
C -4.13 -1.83 0.93
C -3.88 -2.55 2.08
C -4.81 -3.63 2.56
C -2.72 -2.26 2.80
C -1.84 -1.27 2.39
C -0.60 -1.03 3.19
C -1.99 3.10 -1.15
C -0.86 2.89 -2.13
C -2.98 4.02 -1.47
H -5.69 5.57 -0.10
H -5.76 4.85 -1.71
H -4.66 6.19 -1.40
H -4.77 3.97 1.39
H -3.45 2.92 3.11
H -2.09 1.86 2.73
H -3.75 1.31 2.45
H 1.04 -3.51 -0.85
H 1.26 -5.20 -2.68
H 0.69 -4.57 -4.99
H -0.12 -2.29 -5.50
H -0.36 -0.63 -3.66
H -2.86 0.28 -1.33
H -4.38 0.72 -0.55
H -4.25 -0.80 -1.44
H -5.03 -2.05 0.36
H -5.52 -3.90 1.78
H -5.37 -3.29 3.43
H -4.25 -4.52 2.86
H -2.50 -2.82 3.70
H -0.66 -1.53 4.16
H -0.41 0.03 3.38
H 0.27 -1.43 2.66
H 0.04 2.57 -1.62
H -0.65 3.81 -2.67
H -1.11 2.12 -2.86
H -2.94 4.53 -2.42
C 6.91 0.82 1.33
As 5.61 0.05 0.13
C 6.04 0.73 -1.64
C 5.87 -1.86 0.04
O 4.15 0.68 0.62
H 7.92 0.53 1.08
H 6.66 0.47 2.33
H 6.79 1.90 1.28
H 7.11 0.64 -1.82
H 5.75 1.78 -1.68
H 5.48 0.18 -2.39
H 6.84 -2.03 -0.43
H 5.08 -2.30 -0.55
H 5.85 -2.25 1.05

---

18
Properties=species:S:1:pos:R:3 method="wB97M-V/def2-TZVPD" s2=0.77 spin_multiplicity=2 homo_energy_ev="-20.30 / -20.29" lumo_energy_ev="-8.986 / -13.888" de_lowest_kj_mol=161.6 charge=+2 total_energy_ha=-251.6590
C -1.24 1.81 0.01
C 0.22 1.59 0.05
C 0.59 0.17 -0.78
C 0.23 -1.08 -0.17
C -0.47 -2.07 -0.78
N 0.84 -1.36 1.17
H -1.36 2.69 0.66
H -1.66 2.04 -0.97
H -1.95 1.16 0.52
H 0.81 2.30 -0.51
H 0.62 1.59 1.06
H 1.68 0.24 -0.89
H 0.14 0.26 -1.76
H -0.57 -3.05 -0.35
H -0.92 -1.92 -1.75
H 0.64 -2.33 1.47
H 1.87 -1.31 1.11
H 0.54 -0.71 1.90

---

17
Properties=species:S:1:pos:R:3 method="wB97M-V/def2-TZVPD" s2=6.01 spin_multiplicity=5 homo_energy_ev="-17.43 / -19.21" lumo_energy_ev="-9.816 / -12.681" de_lowest_kj_mol=78.2 charge=+2 total_energy_ha=-455.9055
C 0.03 -2.51 -1.44
O 0.34 -1.25 -0.86
C 1.19 -1.30 0.25
C 1.38 -0.11 0.94
O 0.83 0.95 0.33
C -0.17 1.88 0.98
C -1.29 2.03 -0.02
Rh -0.34 0.61 -1.31
H -0.81 -2.35 -2.12
H 0.89 -2.89 -2.00
H -0.26 -3.22 -0.65
H 2.02 -2.00 0.16
H 0.41 2.79 1.17
H -0.45 1.40 1.92
H -1.39 3.06 -0.38
H -2.25 1.69 0.38
H 0.91 -1.05 1.74

---

Please write out number 2 again, unchanged.
80
Properties=species:S:1:pos:R:3 method="wB97M-V/def2-TZVPD" s2=2.02 spin_multiplicity=3 homo_energy_ev="-8.43 / -8.31" lumo_energy_ev="-0.046 / -0.043" de_lowest_kj_mol=26.1 charge=0 total_energy_ha=-5606.1766
Mn 2.47 -0.35 0.44
O 2.88 0.46 4.20
C 2.84 0.03 3.08
O 2.00 0.33 2.13
C 3.84 -1.07 2.55
O 4.93 -1.27 3.04
O 3.34 -1.65 1.50
O 3.02 1.15 -2.71
N 2.72 0.58 -1.70
O 3.10 -0.61 -1.42
O 2.00 1.09 -0.79
C -5.09 5.29 -0.96
C -4.01 4.31 -0.58
C -4.01 3.70 0.66
C -3.04 2.77 1.01
C -3.08 2.18 2.40
C -2.07 2.41 0.07
Te -0.66 0.88 0.60
N -0.61 0.02 -1.22
C 0.15 -1.02 -1.05
O 0.73 -1.27 0.11
C 0.32 -1.99 -2.16
C 0.79 -3.27 -1.87
C 0.91 -4.20 -2.89
C 0.59 -3.84 -4.20
C 0.13 -2.56 -4.48
C -0.01 -1.63 -3.46
C -2.14 -0.54 1.22
C -3.29 -0.83 0.47
C -3.71 -0.11 -0.79
C -4.13 -1.83 0.93
C -3.88 -2.55 2.08
C -4.81 -3.63 2.56
C -2.72 -2.26 2.80
C -1.84 -1.27 2.39
C -0.60 -1.03 3.19
C -1.99 3.10 -1.15
C -0.86 2.89 -2.13
C -2.98 4.02 -1.47
H -5.69 5.57 -0.10
H -5.76 4.85 -1.71
H -4.66 6.19 -1.40
H -4.77 3.97 1.39
H -3.45 2.92 3.11
H -2.09 1.86 2.73
H -3.75 1.31 2.45
H 1.04 -3.51 -0.85
H 1.26 -5.20 -2.68
H 0.69 -4.57 -4.99
H -0.12 -2.29 -5.50
H -0.36 -0.63 -3.66
H -2.86 0.28 -1.33
H -4.38 0.72 -0.55
H -4.25 -0.80 -1.44
H -5.03 -2.05 0.36
H -5.52 -3.90 1.78
H -5.37 -3.29 3.43
H -4.25 -4.52 2.86
H -2.50 -2.82 3.70
H -0.66 -1.53 4.16
H -0.41 0.03 3.38
H 0.27 -1.43 2.66
H 0.04 2.57 -1.62
H -0.65 3.81 -2.67
H -1.11 2.12 -2.86
H -2.94 4.53 -2.42
C 6.91 0.82 1.33
As 5.61 0.05 0.13
C 6.04 0.73 -1.64
C 5.87 -1.86 0.04
O 4.15 0.68 0.62
H 7.92 0.53 1.08
H 6.66 0.47 2.33
H 6.79 1.90 1.28
H 7.11 0.64 -1.82
H 5.75 1.78 -1.68
H 5.48 0.18 -2.39
H 6.84 -2.03 -0.43
H 5.08 -2.30 -0.55
H 5.85 -2.25 1.05